1.
Computed, not measured: a structure of composition C31H33N2OSSm, with wB97M-V/def2-TZVPD.

Each line ends with the Mulliken charge.
CARTESIAN COORDINATES (ANGSTROEM)
Sm (-16.8153, -9.8726, -1.6234)  0.9197
C (-15.2512, -12.0878, -2.4807)  -1.0836
C (-16.5457, -12.3341, -3.2981)  -0.2705
C (-16.6824, -11.7669, -4.6833)  1.5381
C (-17.3694, -12.5865, -5.5932)  -1.1814
C (-17.5172, -12.1406, -6.8961)  -0.8571
C (-17.0672, -10.9036, -7.2974)  -0.7563
C (-16.4321, -10.0193, -6.3646)  1.3798
C (-16.1513, -8.6649, -6.9602)  -0.9696
C (-15.0170, -8.5584, -8.0144)  -1.2357
C (-16.2341, -10.4554, -5.0285)  -0.6880
N (-15.8027, -9.6073, -4.0161)  -0.1174
C (-14.7112, -8.7792, -4.0225)  -0.1483
C (-14.3924, -8.0353, -2.8794)  0.0233
C (-13.3793, -7.0117, -2.5813)  -0.9895
C (-13.6562, -6.5659, -1.2692)  -0.7208
C (-14.7424, -7.3286, -0.8422)  -0.2723
N (-15.1811, -8.2323, -1.7390)  0.0995
H (-15.4803, -12.3833, -1.4183)  0.1873
H (-14.9120, -11.0617, -2.4862)  0.4490
H (-14.4204, -12.7346, -2.8214)  0.4520
H (-17.4078, -11.9465, -2.6639)  -0.0836
H (-16.8091, -13.4144, -3.3218)  0.5006
H (-17.7801, -13.5267, -5.3067)  0.4300
H (-18.0333, -12.7759, -7.6133)  0.3427
H (-17.2048, -10.5244, -8.3009)  0.3862
H (-16.0112, -7.9545, -6.0965)  0.4932
H (-17.0999, -8.3843, -7.4287)  0.4583
H (-14.0555, -8.9563, -7.6683)  0.3144
H (-14.8277, -7.5038, -8.2471)  0.3805
H (-15.3365, -9.0495, -8.9300)  0.3581
H (-14.1609, -8.6134, -4.9838)  0.3215
H (-12.6173, -6.6817, -3.2154)  0.5308
H (-13.0910, -5.8385, -0.6808)  0.3939
H (-15.2195, -7.3751, 0.1222)  0.4674
C (-24.5618, -2.4293, 1.6288)  -1.0870
C (-23.7380, -3.5723, 0.9790)  0.7455
O (-23.0553, -4.3360, 1.6402)  -0.5296
S (-23.6439, -3.3538, -0.7695)  -0.2505
C (-22.4243, -4.5366, -1.1090)  0.3955
C (-22.6336, -5.9030, -0.8092)  -0.4181
C (-21.6267, -6.8318, -1.1117)  -0.6046
C (-20.4145, -6.3910, -1.7509)  0.4987
C (-20.2551, -5.0433, -2.0906)  -0.7416
C (-21.2271, -4.1175, -1.7148)  -0.3595
C (-19.4925, -7.4210, -1.9965)  0.2886
C (-18.5610, -8.2752, -2.1009)  -1.0084
H (-25.5309, -2.8211, 1.9047)  0.2808
H (-24.7068, -1.6452, 0.9040)  0.3748
H (-24.1068, -2.0735, 2.5802)  0.2979
H (-23.6158, -6.1521, -0.3528)  0.3207
H (-21.7636, -7.9100, -1.0070)  0.3925
H (-19.3136, -4.7026, -2.5313)  0.4194
H (-21.1020, -3.0623, -1.9455)  0.3955
C (-16.9462, -13.2133, 2.3750)  -1.6442
C (-17.8640, -12.5421, 1.3077)  2.3042
C (-19.3345, -12.2655, 1.7500)  -1.6230
C (-17.8795, -13.4491, 0.0856)  -1.4022
C (-17.1602, -11.2589, 0.8879)  -0.4393
C (-16.6512, -10.1419, 0.6502)  -0.9947
H (-17.1998, -14.2479, 2.5164)  0.3974
H (-17.0775, -12.7195, 3.3336)  0.4198
H (-15.8914, -13.0978, 2.1150)  0.3392
H (-19.8530, -13.2037, 1.8887)  0.4132
H (-19.8597, -11.7323, 0.9805)  0.3565
H (-19.4478, -11.6749, 2.6552)  0.3885
H (-18.3152, -14.4481, 0.2823)  0.4700
H (-16.8862, -13.5271, -0.3678)  0.2718
H (-18.5213, -13.0033, -0.6679)  0.2802

Its total energy is -2441.79993 a.u. Its energy relative to the best compared isomer or geometry (same formula, charge and spin) is 36.4 kJ/mol. As for the expectation value of S²: 8.76. As for the spin multiplicity: 6. The LUMO energy (spin up / spin down) is -0.30 / -0.21 eV. The calculation puts the largest force on an atom at 5.02 eV/Å. The frontier orbital gap (spin up / spin down) comes out at 7.37 / 7.46 eV.

2.
Computed, not measured: a structure of composition C31H33N4O2RbS, with wB97M-V/def2-TZVPD.

Each line ends with the Mulliken charge.
CARTESIAN COORDINATES (ANGSTROEM)
Rb (-0.0332, -1.3233, 0.7170)  0.7734
C (3.6037, -2.7270, 0.4115)  -1.1998
N (3.7222, -1.2911, 0.6075)  0.8603
C (4.4348, -0.6156, -0.4842)  -1.4652
C (3.5163, 0.2417, -1.3567)  0.3122
C (2.7759, -0.5485, -2.4357)  0.2636
N (1.6177, 0.2205, -2.8646)  -0.6445
C (0.4873, -0.2987, -3.1621)  -0.1237
C (-0.1098, -1.6457, -3.2690)  1.1181
C (-1.2267, -1.6738, -4.1259)  -0.7613
C (-1.9132, -2.8208, -4.4533)  -0.7711
C (-1.4813, -4.0254, -3.8790)  -0.2797
C (-0.4309, -4.0434, -2.9992)  -0.6354
C (0.2655, -2.8592, -2.5828)  0.4353
O (1.1282, -2.9358, -1.6466)  -0.7149
C (4.2603, -0.9758, 1.9197)  -1.0040
C (4.2403, 0.5277, 2.2373)  -0.1615
C (3.6033, 0.8316, 3.5931)  -1.2307
N (2.1860, 0.5503, 3.5460)  -0.0732
C (1.4112, 1.5507, 3.6941)  -0.2306
C (-0.0398, 1.6190, 3.6064)  0.9814
C (-0.6056, 2.8967, 3.7663)  -0.5405
C (-1.9537, 3.1442, 3.6389)  -0.7000
C (-2.7948, 2.0565, 3.3242)  -0.2878
C (-2.2949, 0.7919, 3.1720)  -0.4747
C (-0.8915, 0.4824, 3.3164)  0.0288
O (-0.4682, -0.6930, 3.1494)  -0.9690
H (4.5903, -3.2297, 0.4237)  0.3181
H (3.0975, -2.9490, -0.5281)  0.3225
H (3.0037, -3.1536, 1.2190)  0.2696
H (4.9525, -1.3623, -1.1030)  0.5301
H (5.2157, 0.0209, -0.0576)  0.4407
H (4.0752, 1.0677, -1.8108)  0.2963
H (2.7689, 0.6904, -0.6984)  -0.4005
H (2.5022, -1.5359, -2.0659)  -0.2781
H (3.4394, -0.6807, -3.3002)  0.1470
H (-0.2340, 0.4583, -3.4971)  0.2224
H (-1.5571, -0.7282, -4.5462)  0.2331
H (-2.7812, -2.7846, -5.0993)  0.3440
H (-2.0045, -4.9485, -4.1094)  0.3122
H (-0.1228, -4.9674, -2.5216)  0.3236
H (5.2924, -1.3647, 2.0280)  0.2177
H (3.6422, -1.4966, 2.6536)  0.5328
H (3.6500, 1.0398, 1.4740)  0.0849
H (5.2494, 0.9500, 2.2078)  0.3747
H (3.8179, 1.8759, 3.8769)  0.5011
H (4.0667, 0.1868, 4.3515)  0.3608
H (1.8745, 2.5345, 3.9005)  0.0160
H (0.0702, 3.7221, 3.9821)  0.2116
H (-2.3516, 4.1452, 3.7504)  0.3596
H (-3.8570, 2.2279, 3.1789)  0.3710
H (-2.9403, -0.0357, 2.8945)  0.4164
C (-0.1862, 2.0725, -0.4373)  -0.4119
C (-1.6750, 1.8862, -0.5883)  0.4379
C (-2.4914, 3.0126, -0.8462)  -0.6790
C (-3.8312, 2.8374, -0.9870)  -0.9945
C (-4.3965, 1.5489, -0.8752)  1.3379
C (-5.7889, 1.3505, -1.0110)  -0.8914
C (-6.2817, 0.0781, -0.8874)  -0.4536
C (-5.4317, -1.0047, -0.6323)  -0.5018
C (-4.0437, -0.8876, -0.4850)  0.5014
S (-3.0906, -2.2888, -0.1828)  -0.4959
C (-3.5099, 0.4625, -0.6139)  -1.1115
N (-2.1675, 0.6754, -0.4788)  0.5231
H (0.0678, 3.1326, -0.4161)  0.4025
H (0.3533, 1.6033, -1.2631)  -0.0600
H (0.1615, 1.6234, 0.4927)  -0.3341
H (-2.0446, 3.9970, -0.9161)  0.4145
H (-4.4869, 3.6820, -1.1787)  0.2934
H (-6.4351, 2.1998, -1.2075)  0.3064
H (-7.3487, -0.0973, -0.9890)  0.3263
H (-5.8425, -2.0025, -0.5409)  0.3573

Its total energy is -1992.93117 a.u. As for the total charge: -2. Its energy relative to the best compared isomer or geometry (same formula, charge and spin) is 0.0 kJ/mol. As for the spin multiplicity: 1. The LUMO energy is 4.00 eV. The calculation puts the largest force on an atom at 0.96 eV/Å. The frontier orbital gap comes out at 5.03 eV.

3.
Computed, not measured: a structure of composition C31H33N6O6PdSSe, with wB97M-V/def2-TZVPD.

Each line ends with the Mulliken charge.
CARTESIAN COORDINATES (ANGSTROEM)
Pd (0.6523, -0.6040, 0.5399)  1.0579
O (-2.2631, 2.9596, 0.8032)  -0.6064
C (-1.3112, 3.8941, 0.9470)  0.3005
C (-1.7190, 5.2258, 0.8727)  -0.7932
C (-0.7976, 6.2390, 1.0089)  -0.3280
C (0.5592, 5.9685, 1.2256)  -0.8608
C (0.9704, 4.6648, 1.3162)  -0.3985
C (0.0502, 3.6056, 1.1853)  0.0844
C (0.4898, 2.2360, 1.2743)  1.0644
O (-0.2948, 1.2777, 1.0913)  -0.3409
N (1.8195, 1.9954, 1.5868)  -0.7793
N (2.1284, 0.7689, 1.6755)  0.3863
C (3.3536, 0.3047, 1.9078)  -0.3112
C (3.6169, -1.0086, 2.2648)  0.5230
C (4.9749, -1.4111, 2.4629)  -0.9563
C (5.2718, -2.6435, 2.9306)  -0.5785
C (4.2171, -3.5604, 3.2616)  -0.4594
C (2.9150, -3.2299, 3.1114)  -0.4679
C (2.5423, -1.9533, 2.5680)  0.8381
O (1.3240, -1.6902, 2.3827)  -0.6739
H (-1.8546, 2.0715, 0.8229)  0.2529
H (-2.7668, 5.4315, 0.7032)  0.4923
H (-1.1327, 7.2663, 0.9439)  0.4128
H (1.2704, 6.7764, 1.3198)  0.4396
H (2.0117, 4.4276, 1.4862)  0.4550
H (4.1608, 1.0299, 1.8670)  0.4844
H (5.7641, -0.7059, 2.2345)  0.4217
H (6.3016, -2.9402, 3.0706)  0.4453
H (4.4756, -4.5412, 3.6401)  0.4201
H (2.1163, -3.9185, 3.3504)  0.4939
C (-4.5800, -0.0829, 1.8168)  -1.7695
C (-3.6319, -1.2142, 1.4406)  1.2842
C (-3.9009, -1.6725, 0.0087)  -1.5583
C (-3.7784, -2.3830, 2.4161)  -1.6814
N (-2.2803, -0.6067, 1.4895)  -0.1303
N (-1.2268, -1.5164, 1.2173)  0.1256
H (-5.6110, -0.4347, 1.7880)  0.4478
H (-4.4770, 0.7559, 1.1277)  0.3356
H (-4.3796, 0.2781, 2.8290)  0.4270
H (-4.9652, -1.8664, -0.1223)  0.4796
H (-3.3830, -2.6040, -0.2377)  0.3878
H (-3.5979, -0.9032, -0.7029)  0.2028
H (-4.7891, -2.7907, 2.3820)  0.4510
H (-3.5825, -2.0605, 3.4417)  0.3862
H (-3.0945, -3.1995, 2.1697)  0.3063
H (-2.0949, -0.1808, 2.3904)  0.2894
H (-1.4820, -2.0465, 0.3859)  0.2765
H (-1.0170, -2.1540, 1.9868)  0.3325
Se (3.4890, -1.9881, -1.2538)  0.3928
N (1.9889, -2.2847, -0.3292)  -0.1862
C (1.5787, -3.5131, -0.6480)  0.9128
C (0.4397, -4.1825, -0.1068)  -0.2429
C (0.1571, -5.4381, -0.5301)  -0.9262
C (0.9718, -6.1173, -1.4965)  -0.5795
C (2.0812, -5.5372, -2.0052)  -0.7455
C (2.4213, -4.2145, -1.5786)  0.4671
N (3.5093, -3.5694, -1.9759)  -0.7630
H (-0.1498, -3.7047, 0.6609)  0.4369
H (-0.6986, -5.9577, -0.1185)  0.4485
H (0.6967, -7.1168, -1.8042)  0.3988
H (2.7200, -6.0427, -2.7155)  0.4839
C (-1.3590, 4.9483, -5.1117)  -1.4701
C (-0.8547, 3.7431, -4.3666)  0.9798
C (-1.7340, 2.8427, -3.7782)  -0.8822
C (-1.2688, 1.7290, -3.0914)  -0.1901
C (0.0983, 1.5220, -3.0033)  -0.1028
C (1.0023, 2.4071, -3.5834)  -0.6599
C (0.5179, 3.5101, -4.2569)  -0.8214
S (0.7304, 0.1064, -2.1998)  1.4760
O (1.2914, -0.7756, -3.1803)  -0.6670
O (-0.3978, -0.4835, -1.4132)  -0.4660
O (1.7190, 0.5876, -1.1804)  -0.6061
H (-2.4469, 4.9735, -5.1365)  0.3529
H (-0.9954, 4.9453, -6.1399)  0.3539
H (-1.0082, 5.8702, -4.6453)  0.3331
H (-2.8008, 3.0139, -3.8538)  0.3261
H (-1.9542, 1.0340, -2.6273)  0.4729
H (2.0673, 2.2319, -3.5042)  0.4591
H (1.2140, 4.2067, -4.7090)  0.4028

Its total energy is -4908.23042 a.u. As for the total charge: +1. Its energy relative to the best compared isomer or geometry (same formula, charge and spin) is 0.0 kJ/mol. As for the expectation value of S²: 6.08. As for the spin multiplicity: 5. The LUMO energy (spin up / spin down) is -3.53 / -5.72 eV. The calculation puts the largest force on an atom at 0.47 eV/Å. The frontier orbital gap (spin up / spin down) comes out at 7.47 / 5.45 eV.